(1)
C4H2ClO2 | ωB97M-V with the def2-TZVPD basis set

The geometry in ORCA input format:
```
! wB97M-V def2-TZVPD RIJCOSX def2/J DEFGRID3
* xyz -1 1
C -0.08045 0.09051 -1.17009
C 0.93626 0.44980 -0.26778
C -0.97082 -0.49845 -0.24768
C 0.10771 -0.21271 0.93537
O 1.95038 1.15624 -0.19421
O -2.02238 -1.12642 -0.32666
Cl -0.41727 0.95429 2.13316
H -0.10669 0.22686 -2.15135
H 0.60325 -1.04012 1.28923
*
```

Output
HOMO level = -4.0 eV
SMILES = O=C1C=C([O-])[C@@H]1Cl
Total energy = -764.3192 Ha
Molecular weight = 117.5 g mol⁻¹
Energy relative to the best compared isomer or geometry (same formula, charge and spin) = 37.5 kJ/mol
Lowest unoccupied orbital energy = 3.858 eV

(2)
C22H25As2N2OPdS | ωB97M-V with the def2-TZVPD basis set

The geometry in ORCA input format:
```
! wB97M-V def2-TZVPD RIJCOSX def2/J DEFGRID3
* xyz 2 2
Pd 0.77382 0.06495 0.48413
O -0.36122 -0.05501 2.50583
N -0.19363 0.93750 3.34329
C -1.02461 1.03125 4.40291
C -0.96398 2.10394 5.25286
C -0.02372 3.11379 5.03744
C 0.85085 2.98423 3.98011
C 0.77711 1.88384 3.12786
S 1.91155 1.63772 1.85902
H -1.72381 0.21469 4.50769
H -1.64829 2.15528 6.08758
H 0.02273 3.97105 5.69363
H 1.61502 3.72440 3.79023
C -0.28778 -3.19860 2.34010
As -0.05370 -2.28956 0.64035
C 0.68187 -3.69386 -0.48734
C -1.89205 -2.03406 0.00298
C -2.66622 -3.18151 -0.15695
C -3.99247 -3.09815 -0.55102
C -4.56312 -1.85699 -0.78579
C -3.79824 -0.71198 -0.63429
C -2.46218 -0.78929 -0.24388
As -1.52075 0.90895 -0.02570
C -2.66203 1.86390 1.23103
C -1.80969 1.88693 -1.68256
H -0.82070 -4.13340 2.17425
H -0.84576 -2.55964 3.01716
H 0.69282 -3.40817 2.76435
H 0.01148 -4.55085 -0.51899
H 1.63768 -4.00896 -0.07114
H 0.83999 -3.31943 -1.49622
H -2.23192 -4.15492 0.03683
H -4.57789 -4.00070 -0.66428
H -5.60126 -1.78021 -1.07898
H -4.25343 0.25481 -0.81610
H -3.58431 2.14103 0.72351
H -2.16855 2.77075 1.58061
H -2.88184 1.21493 2.07459
H -2.86266 1.84662 -1.95546
H -1.20259 1.46196 -2.47841
H -1.51774 2.92466 -1.52690
N 1.73642 0.16918 -1.40867
C 2.53226 0.43643 -2.19491
C 3.47462 0.71297 -3.18837
C 4.63297 1.46148 -2.90207
C 5.54620 1.70723 -3.89926
C 5.33517 1.22151 -5.18783
C 4.18606 0.48891 -5.47747
C 3.26004 0.22959 -4.49624
H 4.78654 1.83050 -1.89673
H 6.43764 2.28094 -3.68595
H 6.06486 1.40896 -5.96290
H 4.02406 0.12162 -6.48165
H 2.36433 -0.34124 -4.70229
*
```

Output
HOMO level (spin up / spin down) = -14.3 / -14.5 eV
Total energy = -6035.0786 Ha
Molecular weight = 621.8 g mol⁻¹
Energy relative to the best compared isomer or geometry (same formula, charge and spin) = 160.3 kJ/mol
Lowest unoccupied orbital energy (spin up / spin down) = -8.674 / -8.249 eV

(3)
C8H18Cl4O9 | ωB97M-V with the def2-TZVPD basis set

The geometry in ORCA input format:
```
! wB97M-V def2-TZVPD RIJCOSX def2/J DEFGRID3
* xyz 0 1
C 2.38274 -3.17140 -2.31489
C 2.32065 -3.69340 -1.05573
C 1.11453 -3.58392 -0.14186
O 1.03146 -4.02388 0.99854
C 0.12970 -2.65556 -0.68331
C 0.37606 -1.98329 -1.84722
C 1.40648 -2.31760 -2.85301
O 1.54264 -1.79286 -3.96443
O -0.54710 -1.12446 -2.40593
O 3.24347 -4.60512 -0.62559
H 3.32497 -3.38640 -2.79695
H -0.76343 -2.50728 -0.09448
H -0.16087 -0.74621 -3.19926
H 3.28355 -4.75795 0.32132
O -5.12249 2.44975 2.71712
H -5.43023 2.28032 3.60753
H -4.80501 1.60149 2.40745
O 0.60388 1.51346 -3.33389
H 0.32490 2.23163 -2.76588
H 1.33714 1.11062 -2.86883
O 2.30411 2.74364 -0.33103
H 1.66192 2.71058 0.37801
H 2.80944 3.53845 -0.16025
O -0.40187 3.93175 -1.56262
H 0.43528 3.74700 -1.13686
H -0.60092 4.83566 -1.31859
O 0.64919 3.59618 1.71144
H 0.68968 3.47178 2.65965
H -0.10968 4.16365 1.57603
C -1.20610 1.16712 0.38608
Cl 0.23982 0.26459 0.93717
Cl -2.30585 1.42538 1.71559
H -0.93478 2.08908 -0.12820
H -1.73253 0.58376 -0.36935
C -1.46013 -1.86162 3.16313
Cl -2.75859 -1.70723 4.42514
Cl 0.12710 -1.85923 3.93251
H -1.51795 -2.71058 2.48196
H -1.48118 -0.96790 2.53948
*
```

Output
HOMO level = -9.6 eV
SMILES = O=C1C=C(O)C(=O)C=C1O.ClCCl.ClCCl.O.O.O.O.O
Total energy = -2833.5206 Ha
Molecular weight = 400.0 g mol⁻¹
Lowest unoccupied orbital energy = -1.820 eV

(4)
C8H13N2O2 | ωB97M-V with the def2-TZVPD basis set

The geometry in ORCA input format:
```
! wB97M-V def2-TZVPD RIJCOSX def2/J DEFGRID3
* xyz 1 1
C -1.07661 3.10911 0.87096
C -1.74610 -1.34246 0.49036
C -1.67714 0.03342 1.13956
C 0.68431 -1.51481 1.18096
C -0.33312 -1.77723 0.14818
C 0.56845 -0.47390 0.10955
C -0.44874 0.76346 0.70836
C 1.82491 0.11172 -2.06384
N -0.33466 4.20071 0.93816
N 1.70465 -0.77438 -0.93725
O -2.22811 2.90581 1.06784
O -0.09266 1.92711 0.60993
H -2.37501 -2.02378 1.14331
H -2.33926 -1.22023 -0.47375
H -2.69303 0.51539 1.05210
H -1.52901 -0.05246 2.22010
H 0.31160 -1.36568 2.21702
H 1.47444 -2.18203 1.10719
H -0.24445 -2.37594 -0.70788
H 2.54763 0.93122 -2.04325
H 2.13432 -0.65058 -2.75192
H 0.86719 0.52999 -2.37068
H -0.80417 5.05026 1.10254
H 0.57793 4.09853 0.63257
H 2.61658 -0.93754 -0.31451
*
```

Output
HOMO level = -12.5 eV
Total energy = -572.2580 Ha
Molecular weight = 169.2 g mol⁻¹
Energy relative to the best compared isomer or geometry (same formula, charge and spin) = 415.3 kJ/mol
Lowest unoccupied orbital energy = -4.499 eV

(5)
C6H14N2O | ωB97M-V with the def2-TZVPD basis set

The geometry in ORCA input format:
```
! wB97M-V def2-TZVPD RIJCOSX def2/J DEFGRID3
* xyz 0 1
C -0.15503 -1.77979 -0.76430
C -0.20366 -0.65064 2.17297
N 0.95908 -1.30950 -0.01040
C 0.64227 -0.10623 1.05730
C 1.62437 0.77403 1.29360
O 1.97234 -0.92811 -0.91979
H 2.79908 -1.13148 -0.45797
H -0.78091 -0.90747 -1.10523
H -0.78809 -2.38879 -0.12458
H 0.17735 -2.33434 -1.64049
H -1.02987 -1.26585 1.81514
H 0.35801 -1.26467 2.87444
H -0.68035 0.15033 2.74021
H 2.24737 1.15561 0.49963
H 1.75999 1.21944 2.26644
C -0.57761 1.70848 -1.93127
C -1.29456 1.11758 -0.76829
N -2.53653 0.99468 -0.69124
H -2.89047 0.60673 0.18238
H -0.48167 0.79345 0.15208
H -0.78328 2.77447 -2.01629
H 0.49913 1.58740 -1.77533
H -0.83696 1.18466 -2.84900
*
```

Output
HOMO level = -8.3 eV
SMILES = C=C(C)N(C)O.[H]/N=C/C
Total energy = -421.5895 Ha
Molecular weight = 130.2 g mol⁻¹
Energy relative to the best compared isomer or geometry (same formula, charge and spin) = 553.3 kJ/mol
Lowest unoccupied orbital energy = 0.698 eV

(6)
C5H15N2O3 | ωB97M-V with the def2-TZVPD basis set

The geometry in ORCA input format:
```
! wB97M-V def2-TZVPD RIJCOSX def2/J DEFGRID3
* xyz -1 1
C -1.60289 -1.33626 1.20744
O -2.16602 -0.17191 1.70461
C -0.26245 -1.08719 0.41003
C 1.04597 -1.06525 1.27840
C 2.08437 -0.22894 0.60046
C 2.88830 -0.70845 -0.33758
N 3.73157 0.08718 -1.11926
N -0.45291 0.17689 -0.30635
H -2.27440 -1.79762 0.47305
H -1.41019 -2.06434 2.00148
H -0.20432 -1.85964 -0.36664
H 1.47156 -2.07328 1.31434
H 0.57625 -0.78901 2.21632
H 1.93350 0.83757 0.72696
H 2.92550 -1.75849 -0.60524
H 3.99864 -0.27767 -2.01612
H 3.57751 1.07861 -1.08518
H -0.24462 0.96749 0.27993
H -1.46222 0.20961 -0.51886
H -0.21504 2.16249 -1.47105
H -1.71796 2.27342 -1.72220
O -0.85452 2.56808 -2.06345
H -2.70447 0.23079 0.96326
H -3.61146 0.70075 -1.24209
O -3.00753 1.09152 -0.60983
*
```

Output
HOMO level = -4.2 eV
Total energy = -534.7314 Ha
Molecular weight = 151.2 g mol⁻¹
Energy relative to the best compared isomer or geometry (same formula, charge and spin) = 133.7 kJ/mol
Lowest unoccupied orbital energy = 3.486 eV